Record 1
Below is a molecular structure, C19H21BNOSm at a distorted geometry, with properties calculated with ωB97M-V/def2-TZVPD.

CARTESIAN COORDINATES (ANGSTROEM)
C  0.857  -2.779  2.824
C  -0.568  -2.624  2.746
C  -0.914  -2.473  1.366
H  -1.270  -2.615  3.581
C  0.290  -2.517  0.596
C  1.379  -2.714  1.495
H  2.416  -2.881  1.197
H  1.457  -2.899  3.729
H  -1.921  -2.468  0.945
H  0.334  -2.597  -0.496
C  -1.062  1.970  0.698
C  -1.210  2.195  2.100
C  0.081  2.536  2.626
H  -2.158  2.227  2.643
C  1.015  2.523  1.541
C  0.301  2.183  0.357
H  0.687  2.222  -0.665
H  -1.865  1.815  -0.026
H  0.296  2.849  3.652
H  2.065  2.833  1.583
Sm  0.433  -0.398  2.188
O  -0.298  0.322  -1.931
C  -1.628  -0.391  -2.003
C  -0.406  -0.753  -2.799
H  -1.919  -0.806  -1.013
H  -2.443  -0.011  -2.611
H  0.026  -1.752  -2.551
H  1.164  -1.810  -4.858
C  0.705  -0.836  -5.086
C  -0.141  -0.200  -4.156
C  -0.446  1.185  -4.360
H  -0.825  1.767  -3.513
C  0.056  1.874  -5.457
H  -0.135  2.935  -5.548
C  0.801  1.209  -6.439
H  1.097  1.709  -7.355
C  1.115  -0.127  -6.222
H  1.710  -0.660  -6.962
B  0.021  0.029  6.889
C  0.340  -0.095  5.435
N  0.661  -0.148  4.296
H  -0.773  0.952  6.977
H  1.104  0.269  7.388
H  -0.433  -1.049  7.200

frontier orbital gap (spin up / spin down): 7.07 / 7.51 eV
2S+1: 6
net charge: 0
lowest unoccupied orbital energy (spin up / spin down): -1.00 / -0.58 eV
ΔE to the lowest compared entry with this formula, charge and spin: 2.4 kcal/mol
HOMO level (spin up / spin down): -0.2966 / -0.2970 hartree
total energy: -1549.27995 hartree

Mulliken atomic charge list, values in e, 8 entries: -0.50, -0.69, -0.45, 0.44, 0.00, -0.83, 0.44, 0.41

***

Record 2
Below is a molecular structure, C28H32N8O2PtS, with properties calculated with ωB97M-V/def2-TZVPD.

CARTESIAN COORDINATES (ANGSTROEM)
Pt  -0.272  -0.352  -0.925
C  0.113  -2.535  -2.879
N  -0.995  -1.658  -2.387
C  -2.227  -2.347  -1.904
C  -2.074  -2.595  -0.442
N  -1.194  -1.935  0.273
C  -1.233  -2.483  1.558
C  -0.444  -2.248  2.683
C  -0.715  -2.995  3.809
C  -1.735  -3.962  3.825
C  -2.501  -4.224  2.710
C  -2.219  -3.470  1.576
N  -2.732  -3.513  0.282
C  1.237  -2.531  -1.892
N  1.307  -1.631  -0.932
C  2.470  -1.876  -0.205
C  3.007  -1.261  0.925
C  4.191  -1.775  1.410
C  4.827  -2.871  0.802
C  4.294  -3.494  -0.306
C  3.102  -2.972  -0.793
N  2.287  -3.360  -1.855
H  0.470  -2.124  -3.825
H  -0.253  -3.546  -3.062
H  -1.262  -1.028  -3.142
H  -2.376  -3.282  -2.446
H  -3.075  -1.691  -2.102
H  0.350  -1.513  2.670
H  -0.127  -2.841  4.703
H  -1.912  -4.523  4.732
H  -3.272  -4.982  2.717
H  -3.436  -4.149  -0.058
H  2.514  -0.427  1.403
H  4.644  -1.328  2.284
H  5.754  -3.237  1.219
H  4.779  -4.344  -0.767
H  2.461  -4.125  -2.487
O  -2.879  2.466  -0.436
C  -2.105  1.909  -1.171
O  -2.003  0.569  -1.143
C  -1.395  2.669  -2.246
C  -2.012  3.864  -2.627
C  -1.504  4.644  -3.646
C  -0.347  4.243  -4.301
C  0.287  3.070  -3.933
C  -0.232  2.278  -2.910
S  0.768  0.860  -2.564
H  -2.910  4.158  -2.102
H  -2.006  5.558  -3.932
H  0.066  4.843  -5.101
H  1.197  2.769  -4.439
C  -1.787  0.895  2.110
N  -0.980  2.072  1.848
C  -1.638  3.332  2.197
C  0.150  2.021  1.145
N  0.523  0.998  0.358
N  1.016  3.060  1.248
C  1.280  3.718  2.525
C  1.964  3.361  0.183
H  -2.107  0.911  3.152
H  -1.190  0.011  1.950
H  -2.662  0.877  1.460
H  -2.633  3.326  1.757
H  -1.092  4.179  1.796
H  -1.719  3.427  3.280
H  1.486  1.117  0.079
H  0.712  3.245  3.320
H  1.027  4.777  2.485
H  2.343  3.626  2.758
H  1.520  3.159  -0.791
H  2.900  2.799  0.284
H  2.208  4.420  0.233

frontier orbital gap: 7.42 eV
net charge: +2
lowest unoccupied orbital energy: -5.94 eV
ΔE to the lowest compared entry with this formula, charge and spin: 0.0 kcal/mol
HOMO level: -0.4907 hartree
total energy: -2191.82509 hartree

Mulliken atomic charge list, values in e, 8 entries: 1.51, -1.00, -0.65, -1.18, 0.29, 0.26, -0.26, 0.26

***

Record 3
Below is a gas-phase ion, C4H8NOS (charge -1) at a distorted geometry, with properties calculated with ωB97M-V/def2-TZVPD.

CARTESIAN COORDINATES (ANGSTROEM)
C  1.310  -2.367  -0.378
N  1.288  -1.103  0.315
C  0.198  -0.191  0.049
C  -1.049  -0.561  0.806
O  -1.087  -1.480  1.604
C  0.422  1.351  0.024
S  -0.727  2.256  -1.060
H  0.617  -3.090  0.067
H  2.343  -2.726  -0.369
H  1.051  -2.191  -1.427
H  1.457  -1.186  1.292
H  -0.144  -0.369  -0.988
H  -1.980  -0.080  0.493
H  1.490  1.346  -0.271
H  0.403  1.794  1.021

frontier orbital gap: 6.41 eV
net charge: -1
lowest unoccupied orbital energy: 3.76 eV
ΔE to the lowest compared entry with this formula, charge and spin: 34.1 kcal/mol
HOMO level: -0.0971 hartree
total energy: -685.40179 hartree

natural (NBO) atomic charge list, values in e, 8 entries: -0.40, -0.64, -0.19, 0.44, -0.61, -0.53, -0.70, 0.17

***

Record 4
Below is a molecular structure, C7H18NaO6 at a distorted geometry, with properties calculated with ωB97M-V/def2-TZVPD.

CARTESIAN COORDINATES (ANGSTROEM)
Na  -19.060  -13.541  9.185
O  -20.672  -13.641  7.054
C  -20.291  -12.461  6.320
C  -20.615  -11.024  6.890
O  -21.840  -10.610  7.542
H  -20.684  -12.567  5.309
H  -19.227  -12.573  6.111
H  -20.285  -10.264  6.182
H  -19.834  -10.877  7.635
O  -20.121  -15.821  10.272
C  -21.077  -15.400  11.207
C  -21.068  -13.936  11.709
O  -21.092  -12.751  10.899
H  -21.011  -16.038  12.088
H  -22.083  -15.614  10.845
H  -20.152  -13.898  12.298
H  -21.835  -13.907  12.483
O  -18.252  -11.100  9.770
H  -17.929  -10.512  9.087
H  -17.550  -11.121  10.420
C  -15.747  -16.068  9.642
C  -15.731  -14.699  10.326
C  -15.248  -13.569  9.385
O  -17.086  -14.418  10.530
H  -14.717  -16.341  9.411
H  -16.158  -16.100  8.633
H  -16.143  -16.856  10.282
H  -15.273  -14.719  11.314
H  -15.582  -13.474  8.352
H  -14.174  -13.705  9.253
H  -15.181  -12.591  9.863
H  -17.526  -15.204  10.864

frontier orbital gap (spin up / spin down): 2.47 / 2.46 eV
2S+1: 2
net charge: -2
lowest unoccupied orbital energy (spin up / spin down): 3.88 / 3.88 eV
HOMO level (spin up / spin down): 0.0520 / 0.0522 hartree
total energy: -890.97127 hartree

natural (NBO) atomic charge list, values in e, 8 entries: 0.89, -0.89, -0.10, -0.16, -0.35, 0.11, 0.10, 0.11

***

Record 5
Below is a single C3H4N2 molecule at a distorted geometry, with properties calculated with ωB97M-V/def2-TZVPD.

CARTESIAN COORDINATES (ANGSTROEM)
C  -0.414  -2.594  0.920
C  -0.248  -1.485  0.450
C  0.329  -0.045  0.088
N  -0.400  0.687  -0.560
N  -0.182  2.212  -0.461
H  -0.917  -3.684  0.640
H  1.274  0.243  0.824
H  -0.352  2.340  -1.484
H  0.910  2.326  -0.417

frontier orbital gap: 10.62 eV
net charge: 0
lowest unoccupied orbital energy: 0.64 eV
ΔE to the lowest compared entry with this formula, charge and spin: 120.6 kcal/mol
HOMO level: -0.3668 hartree
total energy: -226.03296 hartree

natural (NBO) atomic charge list, values in e, 8 entries: -0.26, -0.05, 0.03, -0.24, -0.62, 0.28, 0.18, 0.36

***

Record 6
Below is a single C4H4N2O2S molecule at a distorted geometry, with properties calculated with ωB97M-V/def2-TZVPD.

CARTESIAN COORDINATES (ANGSTROEM)
C  0.301  0.430  -0.047
C  1.213  -0.559  0.083
C  -0.703  -1.757  -0.062
C  -2.052  0.713  -0.068
N  0.632  -1.803  0.075
N  -0.978  -0.069  -0.062
O  2.569  -0.644  0.016
O  -1.556  -2.609  -0.026
S  -3.615  -0.013  0.054
H  0.386  1.455  -0.151
H  1.170  -2.566  -0.338
H  2.798  0.150  -0.434
H  -4.314  1.166  -0.449

frontier orbital gap: 8.25 eV
net charge: 0
lowest unoccupied orbital energy: 0.30 eV
ΔE to the lowest compared entry with this formula, charge and spin: 77.3 kcal/mol
HOMO level: -0.2921 hartree
total energy: -812.90585 hartree

natural (NBO) atomic charge list, values in e, 8 entries: -0.16, 0.41, 0.79, -0.10, -0.63, -0.49, -0.65, -0.54

***

Look up the total energy of the fourth one.
-890.97127 hartree

***

Which formula does entry 1 have?
C19H21BNOSm